22
Properties=species:S:1:pos:R:3:forces:R:3 method="wB97M-V/def2-TZVPD" e_tot_ev=-13365.31328 gap_ev=10.126 charge=+2 smiles="[NH3+]CCN1N2[C@H]([NH3+])[C@@]12C=O"
C -2.121 0.909 -0.470 1.2 -2.1 1.9
C -1.415 -0.410 -0.388 1.9 2.1 0.1
H 4.484 0.349 0.238 -0.9 -0.7 -1.7
N 3.652 -0.274 -0.025 0.9 2.9 3.8
H 2.389 1.474 0.604 0.7 -1.9 -1.4
H -2.612 -2.338 -0.292 -0.4 0.8 -0.1
N -0.024 0.372 -0.332 -3.3 0.4 -1.6
H 3.724 -0.819 0.850 -0.9 -0.6 -0.6
N -1.129 0.669 0.566 0.8 -0.1 0.9
H 0.935 -0.550 1.217 0.6 0.0 2.1
C 1.131 -0.263 0.233 -0.1 -2.8 -4.1
N -3.399 1.040 0.222 0.9 2.1 0.0
H -1.979 1.590 -1.199 0.7 2.1 -2.5
H -3.446 0.148 0.614 -1.5 -1.8 1.5
C 2.412 0.568 -0.163 -1.5 1.0 5.0
H -3.335 1.778 0.997 -0.3 -1.0 -1.3
H -4.109 1.231 -0.480 -0.7 0.0 0.3
O -0.742 -2.575 0.185 0.2 0.8 0.2
H 2.473 1.052 -1.080 -0.5 0.3 -2.0
H 1.042 -1.311 -0.340 1.1 2.0 1.2
C -1.646 -1.833 -0.116 0.2 -2.0 -0.2
H 3.716 -0.804 -0.842 1.0 -1.4 -1.5

11
Properties=species:S:1:pos:R:3:forces:R:3 method="wB97M-V/def2-TZVPD" e_tot_ev=-5720.68831 gap_ev="4.874 / 3.086" charge=+1
H -2.186 0.816 1.176 1.6 1.8 -0.6
H 0.435 0.193 1.786 0.6 -0.1 0.3
H -2.507 -0.184 2.615 0.5 -1.2 3.7
C -2.695 0.066 1.668 -2.2 -0.2 -4.2
C 0.957 0.095 -0.099 0.5 -0.5 -1.3
H 2.161 0.007 -3.249 -1.1 1.0 -2.1
C 1.511 -0.116 -1.241 0.5 0.4 -0.2
H -3.459 -0.346 0.983 0.2 -0.3 1.0
N 0.229 0.407 0.822 -1.3 0.3 0.5
C 2.326 -0.253 -2.270 -2.6 0.6 2.1
H 3.229 -0.684 -2.191 3.2 -1.7 0.9

116
Properties=species:S:1:pos:R:3:forces:R:3 method="wB97M-V/def2-TZVPD" e_tot_ev=-81864.60542 gap_ev=8.837 charge=-1
N 0.789 -0.924 -15.645 -1.1 0.3 0.8
H -1.395 2.170 -11.760 -0.5 -0.6 0.2
C 5.836 -1.712 -18.043 0.2 1.8 -0.5
H 4.087 2.425 -20.231 0.3 0.1 -0.5
N 4.567 -1.357 -17.940 -2.9 0.5 -1.6
H 7.769 -6.562 -13.558 -0.7 -0.7 -1.0
H 3.775 -5.051 -13.164 -0.1 -0.4 0.2
H -1.075 -2.554 -13.129 0.6 0.4 -0.6
H 6.936 -3.392 -10.341 -0.1 -0.4 -0.8
O -0.661 -0.588 -17.368 -2.6 1.2 -0.5
N -1.407 1.659 -12.631 2.1 3.4 -0.6
N 3.094 -7.021 -12.040 -1.0 -4.5 0.1
N 5.519 0.007 -12.260 -3.3 1.4 0.7
C 3.209 -5.899 -11.373 -1.4 -2.6 0.0
H 4.432 2.058 -17.933 0.2 0.1 0.6
C 1.892 1.921 -13.402 -0.6 0.7 -0.7
H 2.563 -1.257 -10.953 -0.4 -0.8 0.2
H 7.309 -7.494 -10.431 0.3 0.3 -0.2
H -3.126 0.673 -11.628 -0.3 -0.5 -0.3
O 5.773 -2.243 -9.219 -0.7 -0.4 -0.6
N 3.456 -5.809 -16.873 -4.4 -1.4 1.4
H 3.378 -7.069 -13.008 -0.2 -0.6 0.5
H 2.221 1.579 -14.384 0.2 -0.6 0.3
H 1.693 -1.231 -15.316 -0.1 0.1 -0.2
H 5.828 -8.309 -10.679 -0.5 0.5 0.2
H -0.666 2.029 -13.210 0.1 0.1 -0.1
H -1.344 -3.978 -18.186 -0.9 -0.3 -0.5
H 5.976 -1.816 -15.956 0.2 -0.1 -0.2
H 0.269 -2.993 -14.195 -0.3 0.3 0.1
C 8.366 -4.738 -13.905 -0.9 2.9 -5.3
H 9.695 -0.267 -16.783 -0.3 1.3 -0.5
H 7.383 -2.022 -17.045 0.2 -0.3 1.2
H 8.164 -1.283 -12.603 0.2 -0.5 -0.6
O -1.198 -4.634 -11.985 -1.0 -0.4 -0.3
O 4.780 -2.954 -14.258 0.9 -0.5 0.4
H 5.427 1.354 -19.725 0.3 0.4 0.6
H 4.971 -0.753 -12.637 0.1 0.3 -0.1
N -0.390 -3.217 -13.463 -1.1 6.2 -2.6
O 8.487 -3.789 -14.715 0.3 -0.5 1.4
H 2.751 -6.385 -17.311 0.2 0.1 0.2
N 3.606 -5.037 -12.168 3.7 8.6 -4.4
H 8.318 -5.542 -12.131 0.5 0.5 0.3
H 1.112 1.273 -13.001 0.3 -0.2 -0.2
H 6.094 -4.262 -17.136 -0.2 -0.2 0.1
N 1.324 -1.383 -17.747 2.5 -1.3 -2.8
H 5.252 -2.774 -8.612 0.0 0.3 0.4
O 2.920 -5.665 -10.251 -0.7 -0.1 4.6
N 3.648 -2.669 -14.651 -0.4 0.8 0.4
O 5.915 2.313 -16.891 -0.1 0.3 -1.3
C 6.460 -7.534 -11.113 0.3 -1.8 -0.3
O -0.788 -0.322 -13.488 -1.8 0.0 1.0
C -0.595 -4.131 -18.963 1.0 1.2 2.3
H 5.950 -6.571 -11.135 0.1 -0.2 -0.6
H 5.208 -3.963 -10.287 0.3 -0.2 0.2
C 2.788 -0.629 -10.092 -0.8 0.8 -0.6
N -2.703 0.022 -12.273 -3.6 -3.4 1.6
C 0.407 -0.912 -16.937 0.6 -0.5 2.1
H -2.947 -0.955 -12.352 -0.5 0.2 0.6
H 2.319 -1.577 -8.520 -0.4 -0.2 0.4
C 5.659 1.740 -15.649 -0.2 0.0 1.6
C 9.752 -0.130 -15.703 0.7 0.4 -1.4
H 4.732 1.187 -15.494 -0.1 -0.6 -1.1
H 6.525 1.111 -15.445 -0.3 0.0 1.0
O 3.754 1.605 -18.438 -0.2 -0.9 -0.2
H 5.059 0.624 -11.607 0.2 0.0 -0.3
H 9.013 -1.695 -14.911 0.0 -0.7 0.1
H 4.355 -0.699 -18.677 -0.8 -0.2 0.3
H 5.597 -2.630 -11.308 0.2 0.4 0.2
H -0.271 -3.109 -19.161 -0.6 0.0 -1.3
O 0.540 -4.634 -18.216 0.0 -1.1 -0.6
H 3.751 -4.123 -11.765 -0.1 0.0 -0.3
N 5.183 -4.607 -16.868 2.8 2.3 0.5
O 1.942 -0.803 -8.943 1.1 -0.5 -0.6
O 7.656 0.755 -11.821 -1.2 0.1 -0.5
C -1.597 0.341 -12.812 4.1 1.3 -1.9
H 0.062 -0.707 -14.978 0.2 0.1 0.0
H 8.915 0.433 -15.291 0.0 0.0 0.1
C 5.883 -3.112 -10.373 0.3 0.3 0.8
N 7.231 -1.117 -12.953 2.2 -2.0 -1.2
H 7.336 -5.870 -15.177 0.0 -0.4 0.3
C 6.831 -0.009 -12.336 1.8 0.7 1.8
H 2.735 -7.777 -11.475 0.1 -0.4 -0.8
H 3.860 -0.730 -9.921 0.0 0.3 0.5
H 5.467 2.543 -14.937 0.9 0.2 0.4
N 8.645 -4.743 -12.655 1.6 0.5 5.1
N 6.396 -1.896 -16.871 2.8 -1.2 1.3
H 4.004 -1.348 -17.101 0.7 0.3 0.0
H 2.713 1.969 -12.687 0.1 0.3 0.0
H 0.759 -3.942 -17.588 0.1 0.1 0.0
H 6.760 1.943 -17.156 -0.1 0.2 -0.5
H 4.741 -4.152 -16.081 0.4 -0.1 -0.3
N 0.535 -5.139 -13.297 1.0 -3.1 -0.4
N 7.805 -5.859 -14.283 -0.8 -2.1 -0.6
O 1.260 3.211 -13.658 0.3 -0.5 0.6
H -0.918 -4.767 -19.787 0.4 0.2 0.2
O 9.848 -1.440 -15.310 -0.2 -1.5 1.6
H 2.197 -1.803 -17.460 -0.3 0.2 -0.2
H 0.463 -6.016 -12.802 0.8 0.0 -0.3
H 2.501 0.347 -10.483 0.5 0.3 0.2
H 1.804 3.647 -14.318 -0.1 0.1 0.0
H 3.176 -5.135 -16.176 -0.5 -0.2 -0.4
H 6.628 -1.926 -12.929 0.1 0.0 -0.3
O 2.802 -3.528 -14.877 -0.7 -1.8 -0.3
O 6.855 -8.087 -12.433 -0.3 1.4 1.2
H 1.120 -1.272 -18.729 0.3 -0.2 0.2
O 5.096 -6.425 -18.228 1.3 -1.2 -2.0
H 4.051 0.694 -20.370 -0.9 -0.4 0.5
H 7.093 -9.001 -12.262 0.1 0.0 -0.1
H 10.705 0.349 -15.477 -0.1 0.4 0.1
C -0.464 -4.346 -12.935 0.6 -3.2 3.8
O 3.322 -1.494 -14.813 0.7 1.4 -0.1
H 1.346 -4.848 -13.824 -0.3 -0.1 0.2
O 6.473 -1.611 -19.089 0.0 -0.5 -0.1
C 4.348 1.506 -19.706 0.1 0.7 -1.2
H 9.257 -4.063 -12.225 -0.3 -0.2 -0.2
C 4.628 -5.670 -17.431 0.4 0.3 0.6

47
Properties=species:S:1:pos:R:3:forces:R:3 method="wB97M-V/def2-TZVPD" e_tot_ev=-31231.11514 gap_ev=8.377 smiles="COc1ccc(C(=O)NCCCOc2cccc(NC(C)=O)c2)cc1"
N -0.520 -1.772 -1.757 0.1 -0.1 -0.2
C -1.511 3.104 1.110 0.1 0.1 0.2
C -0.566 -2.576 2.885 0.1 0.1 0.2
C 0.048 0.551 -2.007 0.2 0.2 0.0
H 0.113 0.917 4.408 0.0 0.0 0.0
H 3.852 2.800 -4.566 0.0 0.0 0.0
H 3.233 1.231 -2.908 0.1 0.0 0.0
C -0.994 -1.430 2.234 -0.1 -0.2 -0.1
H 4.194 3.388 -2.913 0.0 0.0 0.0
H -1.529 -1.471 1.301 0.0 -0.1 -0.2
H -2.529 2.823 0.853 -0.1 0.0 -0.1
C -0.419 -3.517 -0.007 -0.2 0.0 0.2
C 1.407 0.374 -2.235 -0.3 0.0 0.0
H -2.294 -3.511 1.109 0.1 0.0 0.0
H 1.892 -0.557 -1.977 0.0 -0.1 0.0
H 0.216 -4.330 -0.359 0.1 0.0 0.0
O -1.750 -0.224 -0.672 -0.4 0.1 0.1
N -1.143 0.921 2.000 -0.2 -0.3 -0.3
H -1.394 -3.647 -1.956 0.0 0.1 0.0
H -2.169 -2.522 -0.825 0.1 -0.1 -0.1
O 2.253 3.689 -3.584 -0.4 0.0 0.1
C -0.081 -0.055 3.991 0.0 0.3 0.0
C 1.596 2.625 -3.064 -0.1 -0.1 0.1
H 0.236 -2.746 0.405 0.0 -0.1 -0.1
H 3.935 4.548 -4.238 0.0 -0.1 0.0
O -0.729 -3.850 2.406 0.2 0.1 0.3
O -0.514 2.718 3.261 0.1 0.1 0.2
C -1.207 -2.904 -1.177 0.0 -0.1 0.3
H -0.878 2.957 0.236 0.0 0.0 -0.1
C -0.815 -0.499 -1.412 0.3 -0.2 -0.3
H 0.272 -1.950 -2.353 -0.1 0.1 0.0
C 2.179 1.398 -2.755 0.3 0.3 -0.2
H -0.206 3.766 -3.063 -0.1 0.1 0.0
C -0.526 1.789 -2.298 0.1 -0.1 0.0
C 0.314 -1.207 4.650 -0.1 -0.2 -0.2
C 3.635 3.583 -3.833 0.3 0.0 0.0
C 0.230 2.808 -2.826 0.2 0.1 -0.1
C -0.734 -0.168 2.769 0.2 -0.1 0.4
H 0.414 -3.356 4.613 0.0 -0.1 0.1
H -1.580 1.928 -2.109 -0.1 0.0 0.0
H -1.544 0.667 1.100 0.1 0.1 0.1
C -1.320 -4.017 1.138 -0.1 0.0 -0.4
H -1.495 -5.092 1.055 -0.1 0.1 0.0
C -0.998 2.250 2.254 -0.2 0.2 -0.3
C 0.092 -2.458 4.110 0.0 -0.2 -0.1
H -1.482 4.150 1.401 0.0 0.0 0.0
H 0.817 -1.124 5.602 0.0 0.0 0.1

8
Properties=species:S:1:pos:R:3:forces:R:3 method="wB97M-V/def2-TZVPD" e_tot_ev=-22794.10261 gap_ev=7.869
O 1.395 -0.406 -0.702 2.9 2.9 3.2
H -0.605 -0.625 0.315 -1.4 1.1 -0.3
O 1.889 0.327 1.440 0.5 0.4 1.9
O -1.041 0.143 0.846 1.4 -2.1 -0.2
C -1.812 1.015 0.325 -0.7 1.3 1.4
C 1.565 -0.187 0.488 -0.2 -0.1 -3.1
O 0.667 -1.267 -1.374 -2.8 -2.9 -1.7
Cl -2.057 1.001 -1.338 0.2 -0.6 -1.2

66
Properties=species:S:1:pos:R:3:forces:R:3 method="wB97M-V/def2-TZVPD" e_tot_ev=-55777.79277 gap_ev=8.804 smiles=CCCCc1nc2c(CCN)cc([C@@H](C)F)c(C(F)(F)F)c2nc1CCCC(F)(F)C(F)(F)F.CC#N
C -1.487 -2.603 -2.718 -0.1 0.2 -0.1
H -6.965 0.116 -3.121 0.0 0.1 0.0
H 2.318 -3.648 0.117 -0.2 0.0 -0.3
C -3.934 1.622 0.549 -0.1 0.1 0.1
H 1.350 -2.695 1.984 0.1 -0.1 0.0
H -5.084 1.582 -2.335 -0.1 0.0 0.1
C 2.294 2.664 -0.696 0.1 0.1 -0.2
N -1.499 0.246 1.318 0.1 -0.1 0.0
H 5.045 -3.728 -0.817 0.1 0.0 0.0
C 4.618 -2.760 -1.084 -0.3 -0.2 0.0
F -4.913 1.177 1.367 0.3 0.2 -0.1
H -5.997 -1.307 -2.696 -0.1 0.0 0.1
C 0.241 0.207 2.937 -0.4 0.0 0.0
C -5.260 0.582 -1.926 -0.1 0.2 -0.2
C 0.743 1.649 2.783 0.3 0.0 0.3
F -4.478 2.549 -0.284 0.2 -0.1 0.3
H -0.120 2.288 2.603 0.0 0.0 -0.1
H -0.013 -5.510 -2.019 0.0 0.0 0.1
F -6.161 0.733 -0.870 0.0 -0.2 -0.1
F 3.314 3.537 -0.622 -0.2 -0.3 0.0
H 1.171 1.969 3.734 0.0 0.0 0.0
F 0.117 2.545 0.187 0.2 -0.1 0.0
H 5.059 6.103 3.082 0.0 0.0 0.0
H -2.093 -2.638 -3.625 0.1 -0.1 0.0
H 3.940 -2.948 -1.922 0.0 0.1 0.0
N -0.317 -1.699 -0.279 0.0 0.2 0.1
N 3.228 3.671 3.895 0.1 0.0 0.1
H 4.279 -2.434 1.038 0.1 0.2 0.1
H -3.757 -1.296 -3.106 -0.1 0.0 0.0
H 2.063 0.850 1.257 0.1 0.0 -0.1
H 1.006 -0.457 3.336 0.1 0.0 -0.1
H -0.494 -2.266 -3.028 0.1 -0.1 0.1
C 2.358 -2.559 0.048 0.5 -0.3 0.5
H 3.867 -1.056 -0.024 0.1 0.0 0.3
C 3.582 4.740 3.681 -0.1 0.0 -0.1
C -5.953 -0.255 -2.981 0.2 -0.2 0.0
C 1.821 1.814 1.696 -0.3 0.1 -0.1
C -1.403 -4.012 -2.098 0.2 0.2 0.0
H 1.939 -2.268 -0.912 -0.2 0.0 0.0
C -3.935 0.039 -1.410 0.0 -0.2 -0.1
H 2.726 2.245 2.123 0.1 -0.2 0.0
F -3.066 2.297 1.315 -0.2 -0.1 -0.2
F 1.591 2.937 -1.803 0.2 0.0 0.3
N -0.019 -4.498 -1.989 -0.1 0.0 -0.2
H 2.193 -1.198 1.701 0.0 0.0 0.1
C 0.257 -1.306 0.822 0.0 0.0 0.0
C -3.318 0.488 -0.257 0.0 0.1 -0.1
C -3.299 -0.960 -2.188 0.2 -0.1 0.2
C 1.400 2.752 0.585 0.0 0.1 0.0
H 3.416 6.501 2.561 0.0 -0.1 0.0
C -2.106 -1.543 -1.841 -0.2 0.0 -0.1
C -1.494 -1.125 -0.640 -0.1 0.2 0.1
C -0.366 -0.304 1.652 0.0 -0.1 0.0
F 2.821 1.432 -0.841 -0.2 0.3 0.0
H -0.571 0.222 3.668 0.1 0.0 0.0
F 1.471 4.052 1.015 -0.2 -0.2 -0.1
H 5.405 -2.104 -1.452 0.1 -0.1 0.1
C 3.837 -2.145 0.084 -0.3 0.1 -0.6
C 1.569 -1.951 1.213 -0.1 0.4 -0.2
C -2.093 -0.119 0.152 0.1 -0.2 0.0
H 0.511 -4.199 -2.800 0.0 0.0 0.0
C 4.012 6.095 3.377 0.1 0.2 0.0
H 3.891 6.736 4.249 0.0 0.0 0.0
H -1.829 -3.973 -1.095 -0.1 -0.1 0.0
H -2.006 -4.684 -2.716 -0.2 0.0 0.1
H -5.424 -0.191 -3.933 -0.1 0.1 0.0